Below is C7H16N2 in the gas phase in a non-equilibrium geometry, with properties calculated with the ωB97M-V functional and the def2-TZVPD basis.

XYZ file:
```
25
Properties=species:S:1:pos:R:3:forces:R:3
C -2.015 2.007 -0.097 0.0827 -0.5760 -0.1114
C -1.799 0.763 -0.530 0.7149 -0.2778 0.5911
C -0.839 -0.312 0.121 -0.8038 0.6288 -0.7490
C -1.130 -0.473 1.616 0.0203 -0.2638 0.3143
C 0.645 -0.051 -0.276 1.3649 -0.5420 0.2589
C 0.814 -0.010 -1.809 -0.2227 0.1127 0.0296
C 1.213 1.263 0.301 -0.1150 0.1542 -0.0833
N 1.622 -1.125 0.279 -0.8422 0.1745 0.0474
N 1.064 -2.413 0.559 0.1279 -0.1513 -0.3009
H -2.748 2.648 -0.582 0.1521 -0.0748 0.0309
H -1.491 2.416 0.761 -0.0698 -0.0477 -0.0338
H -2.361 0.406 -1.394 0.1074 0.0863 0.0927
H -1.156 -1.247 -0.362 0.3271 0.0850 0.0998
H -0.583 0.239 2.236 -0.0500 0.0041 -0.0454
H -2.197 -0.352 1.832 0.1459 0.1533 -0.2031
H -0.875 -1.485 1.954 0.2103 0.2994 -0.1396
H 0.410 -0.908 -2.287 -0.0111 0.0200 0.0712
H 0.320 0.865 -2.247 -0.0573 -0.1688 0.1089
H 1.871 0.072 -2.085 -0.0806 -0.0421 0.1662
H 0.796 2.144 -0.195 -0.1359 -0.1461 0.0218
H 1.034 1.355 1.376 0.0313 -0.1168 -0.1409
H 2.298 1.323 0.148 -0.1803 -0.2458 0.0043
H 2.431 -1.211 -0.346 -0.5341 0.2228 0.1730
H 1.060 -3.032 -0.253 0.0185 0.2029 0.0637
H 1.615 -2.883 1.282 -0.2002 0.5091 -0.2664
```
Forces are in eV/Å.

Computed properties:
SMILES ... C=C[C@H](C)C(C)(C)NN
Energy relative to the best compared isomer or geometry (same formula, charge and spin) ... 2.3371 eV
Kohn-Sham gap ... 9.867 eV

---

Below is a 2-piece molecular cluster, C7H16N2 overall, with properties calculated with the ωB97M-V functional and the def2-TZVPD basis.

XYZ file:
```
25
Properties=species:S:1:pos:R:3:forces:R:3
C 2.455 0.249 0.295 -0.2243 -0.0762 -0.0113
C 1.186 -1.592 -0.717 -0.0182 0.1783 0.1387
C 0.025 1.171 1.732 0.0041 -0.0018 -0.0769
N 1.116 -0.258 -0.090 -0.1571 -0.0822 0.2438
C 0.004 -0.166 1.044 0.3771 -0.2215 -0.0847
N -0.432 -1.194 1.648 0.0284 0.2494 -0.2332
H -0.303 -2.075 1.162 0.0750 0.0262 -0.0478
H 2.858 -0.356 1.108 -0.0218 -0.0001 -0.0283
H 2.377 1.283 0.617 -0.0160 -0.0122 0.0000
H 3.121 0.193 -0.565 -0.0503 -0.0180 0.0173
H 1.857 -1.544 -1.573 -0.0074 0.0263 0.0361
H 0.190 -1.866 -1.057 -0.0367 0.0286 0.0177
H 1.560 -2.326 -0.003 -0.0102 0.0211 -0.0007
H 0.224 1.995 1.051 -0.0075 -0.0284 -0.0413
H -0.954 1.329 2.175 0.0149 -0.0291 -0.0166
H 0.771 1.168 2.534 -0.0295 -0.0327 -0.0491
C -2.302 -0.595 -1.060 -0.1016 0.0195 -0.0623
C -1.331 0.511 -0.760 0.1743 0.0582 0.0960
C -1.646 1.777 -1.048 -0.0584 -0.1220 -0.0292
H 0.463 0.332 -0.728 -0.0283 0.0226 0.0616
H -1.947 -1.226 -1.885 -0.0054 0.0359 0.0362
H -3.304 -0.238 -1.340 0.0596 0.0029 0.0199
H -2.417 -1.253 -0.191 0.0100 0.0192 -0.0173
H -2.588 2.070 -1.525 0.0150 -0.0411 0.0365
H -0.981 2.612 -0.824 0.0144 -0.0228 -0.0050
```
Forces are in eV/Å.

Computed properties:
Energy relative to the best compared isomer or geometry (same formula, charge and spin) ... 4.8956 eV
Kohn-Sham gap ... 7.459 eV

---

Below is C7H16N2 as an isolated structure in a non-equilibrium geometry, with properties calculated with the ωB97M-V functional and the def2-TZVPD basis.

XYZ file:
```
25
Properties=species:S:1:pos:R:3:forces:R:3
C -2.967 -0.633 0.467 -4.6783 2.5108 -7.3939
C -2.309 0.572 -0.156 1.4075 1.8269 -1.3669
C -0.886 0.056 -0.498 2.2556 -0.5913 0.1233
C 1.088 -0.340 0.135 4.3232 -1.2796 -0.2290
C 2.154 0.288 1.007 2.9702 0.7380 1.9221
C 1.897 -1.522 -0.655 -0.2679 0.1089 2.3049
C 0.657 0.796 -0.685 -6.0500 2.5871 -3.2099
H -2.557 -0.851 1.318 2.1084 -2.2040 4.6671
H -4.062 -0.276 0.506 1.3810 -1.2345 0.5891
H -2.898 -1.255 -0.545 -0.2692 -0.1953 3.0220
H -2.936 0.708 -1.097 1.2361 0.4964 0.8832
H -2.247 1.592 0.387 -0.2483 -1.8100 -0.4877
H -0.840 -0.666 -1.348 -0.8341 0.6037 0.1742
H -0.438 -1.833 0.700 1.0501 4.0648 -0.2917
H 2.118 1.660 1.146 0.2400 -5.0670 -0.0693
H 3.099 -0.062 -0.050 -1.4827 2.6209 4.7261
H 2.184 -0.295 2.198 0.5500 1.7449 -3.7827
H 3.042 -1.184 -0.554 -2.5666 -1.7426 -1.4171
H 1.812 -2.451 0.072 0.0532 1.4655 -1.9526
H 1.443 -1.597 -1.667 0.6946 -0.6143 0.5858
H 0.654 0.881 -1.868 1.1808 -0.1520 2.5484
H 0.215 2.201 0.937 1.3576 -0.1901 -2.9259
H 1.367 2.752 -0.310 0.1637 0.1290 0.3266
N -0.189 -0.690 0.645 -2.6407 -3.1575 0.3847
N 0.598 2.149 -0.088 -1.9343 -0.6587 0.8692
```
Forces are in eV/Å.

Computed properties:
Energy relative to the best compared isomer or geometry (same formula, charge and spin) ... 9.0286 eV
Kohn-Sham gap ... 9.302 eV

---

Q: What is the formula in the first record?
A: C7H16N2